# C44H33BrF4IrNO2P3

C44H33BrF4IrNO2P3 as an isolated structure at a distorted geometry (ωB97M-V/def2-TZVPD, the Open Molecules 2025 dataset).

## Properties
- LUMO energy (alpha / beta) (eV) = -8.78 / -12.31
- net charge = +3
- 2S+1 = 5
- energy relative to the best compared isomer or geometry (same formula, charge and spin) (kJ/mol) = 97.8
- highest occupied orbital energy (alpha / beta) (eV) = -15.83 / -16.05
- gap between HOMO and LUMO (alpha / beta) (eV) = 7.05 / 3.74

```
89
Properties=species:S:1:pos:R:3:forces:R:3
C 0.820870 3.179773 -5.463119 0.36 0.63 -2.37
C -1.665418 1.962012 2.741240 -1.25 0.88 0.51
C -1.196494 -1.678673 3.978246 1.36 -0.12 -0.03
C -3.216031 -2.773677 4.567888 -0.28 -0.91 0.25
C 0.526198 -3.147317 -5.882891 0.06 0.56 1.95
Ir -0.503135 -0.759344 -0.746861 0.57 -0.07 -0.39
C -1.788935 2.149382 4.115190 -0.12 0.74 0.78
N -1.270035 -3.824389 -0.748093 0.38 2.64 -0.03
P -0.582193 0.259452 -2.921513 -0.10 -1.11 1.11
O -1.344458 0.467416 0.674658 -0.23 -0.29 -0.68
C 2.750913 -4.484936 2.146449 -0.22 1.34 -0.57
C 0.435185 1.694366 -3.491064 -2.07 -0.62 -2.10
H -3.864029 -0.514440 2.193385 0.86 -0.08 0.29
H 3.372448 -3.427550 5.248025 0.21 0.17 0.23
H 0.840652 1.462323 2.172444 0.12 0.41 -0.10
C -2.180138 3.400783 4.609899 0.52 -0.93 -2.32
H 0.745869 0.537503 3.592820 0.50 -0.17 1.61
C -0.259376 -1.054790 -4.102880 0.27 0.16 -0.38
H 4.223379 -0.984923 0.244332 0.29 -0.21 -0.48
C -4.607241 0.100933 -3.193759 -0.19 1.49 -0.37
F 2.386933 4.917539 -5.141607 -0.21 -0.06 -0.50
H -2.901431 -1.152862 -3.637703 -0.56 0.12 0.34
C -2.113087 2.965550 1.847054 0.60 -1.14 -0.74
H 1.526737 -1.677856 -2.991893 -0.12 0.33 0.40
C -2.711315 2.044714 -2.582164 0.46 0.06 -0.57
C 5.697890 1.870428 1.260870 -0.75 -0.41 0.46
C 1.248001 -2.888890 -4.717860 0.33 0.70 1.18
C -3.272658 -0.187538 -3.281218 1.27 -0.71 0.12
C 3.475191 1.642981 2.224819 1.14 0.01 -0.66
Br 2.161757 1.749475 -1.186771 -0.82 0.58 -0.77
H -3.078726 4.857581 1.691404 0.09 0.51 -0.36
C 1.312093 2.394694 -2.804659 3.74 0.23 2.53
H -1.236007 -3.283678 5.402996 -0.40 0.18 -0.16
H -2.874369 5.291271 4.217854 -0.35 0.85 -0.49
C -2.282457 0.767145 -2.946403 -1.47 0.53 -0.34
C 0.199962 2.109291 -4.865045 -3.41 -1.80 1.29
C 3.338600 0.475032 1.492809 0.62 -1.04 -0.05
C -3.916043 -2.012000 3.628623 1.37 -0.66 1.27
H 6.622443 2.382805 1.148248 0.44 0.75 0.14
H 2.122975 -3.499428 -4.388312 -0.84 0.53 -0.59
H 4.820531 3.334188 2.587286 -0.18 -1.15 -0.13
F -0.891436 1.525968 -5.436316 2.61 1.36 0.34
C 5.580849 0.686301 0.530745 -0.20 0.35 -0.26
H -2.056888 2.695268 0.750108 -0.31 0.71 1.39
C 2.093926 3.444842 -3.423290 -1.88 -1.23 -0.97
H 0.746557 -4.019091 -6.468515 0.14 0.01 -0.45
H 2.819200 -5.334261 1.518663 -0.08 -0.61 -0.62
P 1.873085 -0.563893 1.632973 -0.89 -0.02 -1.46
C 2.157567 -2.117335 2.404044 0.69 -0.09 -0.93
H -2.127851 3.507172 5.650051 -0.32 0.61 1.29
C -4.985647 1.438695 -2.923571 -0.40 -1.55 -0.05
C -2.597862 4.165327 2.347197 -0.02 -0.44 -0.12
H 1.994196 -3.309650 0.601693 0.09 0.54 0.32
P -1.137043 0.402473 2.183900 0.72 0.35 -0.12
H -3.816083 -3.474484 5.173396 0.64 0.30 -0.27
H -0.121274 -1.474950 4.131804 -0.66 -0.36 -0.10
H -5.999673 1.751480 -2.952800 -0.87 -0.13 -0.08
H 2.691241 2.037148 2.813546 -0.59 0.33 0.62
C -1.082830 -2.674814 -0.760296 -0.17 -1.38 -0.29
C 0.869059 -1.810806 -3.835415 0.86 -2.01 -1.54
C -3.228403 -1.091283 2.896133 -2.77 0.63 -1.65
H -1.618209 1.370324 4.871958 0.17 0.10 -0.60
C 4.678676 2.328132 2.124986 0.98 1.16 -0.68
F 0.606381 3.402287 -6.762879 0.17 0.20 1.56
H 2.488407 -1.323851 4.336183 0.36 -0.16 -0.04
H -5.352534 -0.609190 -3.488600 -0.21 -0.34 0.04
O 1.411414 -0.913567 0.176493 0.11 0.60 1.24
H -1.138753 -2.616542 -6.990874 -0.72 0.27 -0.44
C -2.564305 4.406637 3.707671 0.27 -1.15 1.61
H -1.952827 2.806700 -2.428380 -0.17 0.14 0.33
H -4.955868 -2.117101 3.519631 -1.13 -0.15 -0.07
H -1.591328 -4.737252 -0.597209 -0.34 -1.25 0.08
C 2.617712 -2.188787 3.679132 -0.06 0.55 2.66
C 0.639854 0.467375 2.552074 0.14 -0.49 -2.10
H 6.347297 0.399281 -0.208151 -0.37 -0.03 0.74
C -0.596947 -2.350233 -6.112989 0.31 -0.43 -0.08
F 3.193183 3.878064 -2.997596 0.82 0.49 1.15
C 1.718701 3.892385 -4.705404 0.46 0.70 -0.70
H 3.584647 -5.431725 3.868682 -0.04 -0.11 -0.02
H -1.916915 -0.791733 -5.479394 0.35 -0.12 -0.05
C -1.895375 -0.924495 3.036633 1.57 0.27 0.46
C -4.070640 2.385400 -2.621710 1.87 0.68 0.42
C -1.001753 -1.341555 -5.256964 -0.24 0.14 -0.30
C 4.412468 -0.021833 0.684847 -1.55 -0.08 0.73
C -1.818195 -2.676063 4.707137 -0.78 0.44 0.10
C 3.101408 -3.360909 4.211067 -0.06 -0.97 -0.26
C 3.178938 -4.535783 3.422796 0.44 0.87 2.09
H -4.351670 3.410633 -2.428267 -0.11 0.00 0.01
C 2.300492 -3.255051 1.652348 -0.80 -1.62 -2.21
```
Forces are in eV/Å.